(1)
A molecular structure, C11H19AlNO2. Source: the OMol25 dataset; level of theory: ωB97M-V/def2-TZVPD.

Structure (XYZ):
```
34
Properties=species:S:1:pos:R:3:nbo_charge:R:1
C -0.2070 -0.1636 -0.1173 -0.6090
C 0.9898 -1.0247 -0.6159 -0.2056
C 2.0853 -0.9117 0.4436 -0.6224
C 1.4304 -0.5846 -2.0345 -0.9444
Al 3.3397 -0.9620 -2.6726 1.0990
C 4.3161 0.8487 -2.6611 -0.7423
N 4.6361 1.3709 -1.2749 -0.8688
H -1.1719 -0.5832 -0.4062 0.1832
H -0.1798 -0.0967 0.9710 0.1958
H -0.0927 0.8499 -0.4975 0.1968
H 0.6240 -2.0502 -0.6811 0.1782
H 3.0380 -1.3219 0.1200 0.2327
H 1.7752 -1.4690 1.3348 0.1859
H 2.1881 0.1274 0.7609 0.1894
H 1.2564 0.4870 -2.1591 0.1923
H 0.7615 -1.0764 -2.7491 0.2000
H 3.3577 -1.4828 -4.2221 -0.4258
H 4.1634 -1.9839 -1.7267 -0.4334
H 5.2278 0.8319 -3.2579 0.1703
H 3.6206 1.5625 -3.1128 0.1630
H 4.1691 0.7697 -0.6039 0.3362
H 5.6263 1.2248 -1.1109 0.3308
C -4.5784 1.8276 2.4986 -0.2405
C -3.3539 1.4068 2.8047 -0.2161
C -2.9271 0.0132 2.5249 0.4697
O -1.8150 -0.3720 2.8037 -0.4655
C -3.9138 -0.8886 1.8803 -0.2058
C -5.1380 -0.4664 1.5743 -0.2463
C -5.5663 0.9238 1.8611 0.4811
O -6.6841 1.3085 1.5846 -0.5041
H -4.9114 2.8389 2.6944 0.2285
H -2.6156 2.0499 3.2662 0.2334
H -3.5772 -1.8968 1.6760 0.2343
H -5.8732 -1.1070 1.1043 0.2292
```

The net charge is -1. The frontier orbital gap is 3.84 eV. As for the spin multiplicity: 1. As for the LUMO energy: 0.17 eV.

=====

(2)
C21H27NO5S in the gas phase. Source: the OMol25 dataset; level of theory: ωB97M-V/def2-TZVPD.

Structure (XYZ):
```
55
Properties=species:S:1:pos:R:3:nbo_charge:R:1
C -6.7118 4.6509 -3.7883 -0.6077
C -5.5948 3.7260 -4.2578 -0.3880
C -4.8088 3.0998 -3.1067 -0.3968
C -5.6356 2.1207 -2.2752 -0.4143
C -4.7759 1.4095 -1.2349 -0.0584
O -3.8519 0.5874 -1.9205 -0.5000
C -2.8994 -0.0687 -1.2155 0.3129
C -2.7769 -0.0544 0.1710 -0.2710
C -1.7341 -0.7296 0.7805 -0.1847
C -0.8039 -1.4287 0.0265 -0.1665
C -0.9665 -1.4974 -1.3549 -0.1489
C -1.9907 -0.8151 -1.9700 -0.2507
H -2.1141 -0.8406 -3.0409 0.2265
H -0.2698 -2.0771 -1.9408 0.2260
C 0.3303 -2.1671 0.6519 0.6877
O 0.4190 -3.3800 0.6058 -0.6165
N 1.2737 -1.3993 1.2692 -0.4382
C 1.2649 0.0565 1.2300 -0.2967
C 1.1038 0.5966 -0.1550 0.2870
C 0.3087 1.5879 -0.6491 -0.3021
C 0.5873 1.6660 -2.0351 -0.3043
C 1.5294 0.7188 -2.2789 0.0797
O 1.8553 0.0713 -1.1458 -0.4218
H 2.0326 0.4172 -3.1756 0.2044
H 0.1422 2.3323 -2.7445 0.2300
H -0.3891 2.1824 -0.0972 0.2298
H 0.4521 0.4571 1.8439 0.2199
H 2.2126 0.4111 1.6507 0.2671
C 2.4322 -2.0744 1.8261 -0.0623
C 2.7397 -1.6120 3.2479 -0.6767
H 2.9189 -2.4384 3.9280 0.2536
H 1.9807 -0.9552 3.6584 0.2567
S 4.3242 -0.7266 3.1121 2.1657
O 4.0870 0.6101 2.6327 -0.9552
O 5.1088 -0.8710 4.3050 -0.9325
C 4.9256 -1.7620 1.7490 -0.6524
C 3.6734 -1.8754 0.9113 -0.4367
H 3.5467 -0.9513 0.3452 0.2356
H 3.7316 -2.6964 0.1967 0.2382
H 5.7478 -1.2745 1.2376 0.2576
H 5.2464 -2.7031 2.1850 0.2364
H 2.1550 -3.1351 1.8308 0.2679
H -1.6579 -0.7189 1.8583 0.2120
H -3.4867 0.4764 0.7857 0.2153
H -5.4075 0.7965 -0.5767 0.1776
H -4.2416 2.1491 -0.6224 0.1702
H -6.0771 1.3689 -2.9312 0.2086
H -6.4388 2.6429 -1.7548 0.2070
H -3.9531 2.5587 -3.5145 0.2133
H -4.4268 3.8919 -2.4577 0.1907
H -4.9018 4.2983 -4.8788 0.2005
H -6.0164 2.9332 -4.8793 0.1947
H -7.4750 4.0991 -3.2460 0.1991
H -7.1855 5.1326 -4.6405 0.2112
H -6.3155 5.4254 -3.1349 0.1999
```

The frontier orbital gap is 8.98 eV. The relative energy (zero: lowest compared OMol25 entry of this formula, charge and spin) comes out at 106.9 kJ/mol. As for the spin multiplicity: 1. As for the LUMO energy: 0.62 eV.

=====

(3)
2 unconnected molecules or ions with the total composition CH3IO2. Source: the OMol25 dataset; level of theory: ωB97M-V/def2-TZVPD.

Structure (XYZ):
```
7
Properties=species:S:1:pos:R:3:nbo_charge:R:1
C -0.3023 0.2448 0.3326 0.2247
O 0.5526 1.1748 0.5702 -0.6592
O 0.6368 -1.0432 -0.7665 -0.8123
I -0.6249 -1.6885 -2.0335 0.3328
H -0.6184 -0.4573 1.1733 0.1984
H -0.8752 0.6271 -0.5334 0.2077
H 1.2315 1.1424 1.2574 0.5079
```

The frontier orbital gap (spin up / spin down) is 6.15 / 6.88 eV. The relative energy (zero: lowest compared OMol25 entry of this formula, charge and spin) comes out at 106.3 kJ/mol. As for the spin multiplicity: 3. As for the LUMO energy (spin up / spin down): 0.38 / -1.81 eV.

=====

(4)
A molecular structure, C8H13BeO5. Source: the OMol25 dataset; level of theory: ωB97M-V/def2-TZVPD.

Structure (XYZ):
```
27
Properties=species:S:1:pos:R:3:nbo_charge:R:1
O -2.0817 -2.6013 -1.0724 -0.5170
C -1.6222 -1.7375 -0.3513 0.3894
C -1.3325 -0.3611 -0.9061 -0.1825
O -1.0306 0.5609 0.1414 -0.6791
C -1.6411 1.8019 0.0579 0.1161
C -1.8455 2.5435 1.1374 -0.4163
H 0.6703 -2.7037 2.4842 0.1959
H -2.2131 -0.0163 -1.4640 0.2303
H -0.4921 -0.4239 -1.6142 0.2379
H -2.2924 3.5295 1.0233 0.2266
H -1.8915 2.1151 -0.9576 0.1980
H -1.5825 2.1966 2.1379 0.2270
O 0.0404 -0.7940 2.1976 -0.9745
C 0.4481 -1.9810 1.6108 -0.1620
C 1.4398 -1.7162 0.5311 0.1082
O 1.0852 -0.6464 -0.2579 -0.6849
C 2.1224 0.0808 -0.9414 -0.0996
C 1.6244 1.5188 -1.0764 -0.0823
O 1.1833 2.0177 0.1410 -0.9870
Be 0.3527 0.4844 0.8132 1.6754
H -0.2679 -2.7092 1.1528 0.1454
H 2.1022 -2.4632 0.0843 0.1751
H 2.3222 -0.3919 -1.9141 0.1888
H 3.0299 0.0451 -0.3203 0.2023
H 0.8185 1.5306 -1.8432 0.1226
H 2.4593 2.1111 -1.4996 0.1749
H -1.4056 -1.9904 0.7057 0.1711
```

The frontier orbital gap (spin up / spin down) is 8.43 / 9.08 eV. As for the spin multiplicity: 2. As for the LUMO energy (spin up / spin down): 0.52 / 0.18 eV.